ORCA calculation (ωB97M-V/def2-TZVPD) on a single C5H9NO molecule.

For the LUMO energy (spin up / spin down), the calculation gives 0.005 / 0.005 Eh. As for the HOMO energy (spin up / spin down): -7.59 / -7.59 eV. The maximum force is 0.3 eV/Å. The calculation puts the energy at -8866.33080 eV. Its energy above the lowest of the compared OMol25 structures with the same formula, charge and spin is 66.5 kcal/mol. As for the HOMO-LUMO gap (spin up / spin down): 0.2836 / 0.2837 hartree. For the molar mass, the calculation gives 99.1 Da.

XYZ file:
```
16
Properties=species:S:1:pos:R:3:forces:R:3:nbo_charge:R:1
C 1.2539 -0.0618 -1.7539 0.07 -0.05 -0.15 -0.4105
N 0.7243 -0.3773 -0.4192 0.12 0.06 0.30 -0.2260
C 1.4204 -0.0323 0.6391 -0.12 0.03 -0.13 -0.1909
C -0.5249 -0.9159 -0.3501 -0.11 -0.07 -0.07 -0.2777
C -1.5145 -0.5085 0.6095 -0.07 -0.04 0.00 0.4836
O -2.5568 -1.1426 0.7575 0.24 0.12 -0.01 -0.6052
C -1.3681 0.8425 1.3068 -0.08 0.05 0.07 -0.7102
H 2.3436 -0.1321 -1.7631 -0.16 0.05 0.06 0.2094
H 0.9226 0.9450 -2.0269 0.08 -0.19 0.03 0.2211
H 0.8357 -0.7738 -2.4650 0.03 0.07 0.09 0.2269
H 1.1138 -0.4085 1.6066 0.01 0.12 -0.19 0.2117
H 2.2585 0.6440 0.5270 -0.07 -0.13 -0.03 0.1925
H -0.8088 -1.6207 -1.1227 0.06 0.17 0.02 0.2102
H -2.3499 1.3166 1.2382 0.10 -0.05 0.05 0.2375
H -1.1302 0.7282 2.3690 -0.02 -0.02 -0.15 0.2244
H -0.6194 1.4973 0.8472 -0.08 -0.13 0.09 0.2029
```
Forces are in eV/Å.